# 1
86
Properties=species:S:1:pos:R:3 method="wB97M-V/def2-TZVPD" total_energy_ha=-2836.408121 total_charge=+2 s2=0.752 e_lumo_ev="-6.9 / -6.8" spin_multiplicity=2 homo_ev="-11.49 / -11.50"
C 0.8597 -0.6776 -3.0216
C 1.6108 -0.6385 -1.8340
C 2.4610 -1.7144 -1.5344
C 2.5474 -2.8191 -2.3769
C 1.7576 -2.8737 -3.5254
C 0.9064 -1.8107 -3.8375
P 1.3633 0.7273 -0.6449
C 3.0661 0.9554 -0.0055
C 3.3555 0.5987 1.3302
C 4.6745 0.6143 1.7810
C 5.7136 0.9959 0.9215
C 5.4223 1.3809 -0.3920
C 4.1033 1.3729 -0.8478
Ce -0.9214 0.6445 1.3237
P -1.7524 -1.4474 -0.0967
C -0.9841 -3.0761 -0.1348
C -1.3459 -4.0183 -1.1127
C -0.6202 -5.2049 -1.2143
C 0.4761 -5.4487 -0.3868
C 0.8566 -4.5050 0.5734
C 0.1403 -3.3173 0.6914
C -2.6793 -1.1750 1.4689
C -3.3348 0.1021 1.6339
C -3.8753 0.4188 2.9000
C -3.9182 -0.5513 3.8992
C -3.2830 -1.7860 3.7343
C -2.5849 -2.0709 2.5662
C -3.0770 -0.8800 -1.1978
C -2.9608 0.3490 -1.8890
C -3.8818 0.6469 -2.8901
C -4.9412 -0.2262 -3.1607
C -5.0860 -1.4050 -2.4172
C -4.1643 -1.7355 -1.4215
C 1.1631 2.1779 -1.7622
C 1.7637 2.2281 -3.0287
C 1.5862 3.3394 -3.8581
C 0.8226 4.4260 -3.4165
C 0.2212 4.3842 -2.1530
C 0.3722 3.2652 -1.3331
H -3.4799 0.7846 0.7814
H -4.3155 1.4087 3.0438
H -4.4447 -0.3509 4.8357
H -3.3457 -2.5411 4.5216
H -2.0433 -3.0117 2.4360
H -2.1781 -3.8101 -1.7899
H -0.9217 -5.9411 -1.9621
H 1.0592 -6.3640 -0.5020
H 1.7146 -4.6899 1.2212
H 0.4576 -2.5677 1.4222
H -2.1254 1.0340 -1.6834
H -3.7723 1.5681 -3.4642
H -5.6573 0.0119 -3.9503
H -5.9175 -2.0780 -2.6154
H -4.2804 -2.6354 -0.8096
H 2.3713 1.3938 -3.3890
H 2.0497 3.3489 -4.8435
H 0.6885 5.2963 -4.0603
H -0.3757 5.2301 -1.7981
H -0.1200 3.2510 -0.3499
H 2.5430 0.3132 2.0101
H 4.8922 0.3225 2.8124
H 6.7453 0.9841 1.2734
H 6.2215 1.6898 -1.0633
H 3.8812 1.7013 -1.8618
H 3.0663 -1.6816 -0.6259
H 3.2133 -3.6420 -2.1145
H 1.7898 -3.7420 -4.1807
H 0.2583 -1.8732 -4.7150
H 0.2094 0.1581 -3.2946
H -1.1811 -1.8676 -2.2303
H -1.2836 -1.1510 -2.5212
C -0.6104 0.4096 4.5219
C 0.0251 1.7235 4.2584
C 0.4404 2.7054 5.1793
C 1.0551 3.7290 4.4404
C 0.9956 3.3462 3.0881
C 1.5598 4.0351 1.9161
N 0.3125 2.1346 2.9693
H -0.3001 0.0408 5.5148
H -0.3082 -0.3752 3.7882
H -1.7098 0.4853 4.5615
H 0.3036 2.6232 6.2585
H 1.5063 4.6560 4.8051
H 2.2512 4.8199 2.2595
H 2.1377 3.3474 1.2795
H 0.7894 4.5238 1.2961

***

# 2
97
Properties=species:S:1:pos:R:3 method="wB97M-V/def2-TZVPD" total_energy_ha=-4609.634959 total_charge=+1 e_lumo_ev="-5.0 / -4.8" de_lowest_kcal_mol=86.0 spin_multiplicity=1 homo_ev="-10.56 / -10.56"
Pd -0.9637 -0.3408 -0.8413
O -6.1271 -3.1531 -0.5874
C -5.1569 -4.0030 -0.3487
O -5.3608 -5.1268 0.0326
C -3.7432 -3.5079 -0.5411
C -2.6156 -4.2923 -0.3677
Cl -2.5903 -5.9289 0.0496
N -1.4986 -3.5365 -0.5671
N -1.9049 -2.2692 -0.8372
C -3.2277 -2.2358 -0.8528
C -3.8795 -0.9208 -1.2601
O -5.1125 -0.8800 -1.3694
O -3.0769 0.0263 -1.4804
C -0.0887 -3.8909 -0.6706
C 0.8170 -2.9035 -1.0242
C 2.1625 -3.1781 -1.1725
C 2.6367 -4.4640 -0.9631
C 1.7395 -5.4584 -0.6109
C 0.3842 -5.1852 -0.4674
H -5.7918 -2.2592 -0.9228
H 0.4797 -1.9090 -1.1878
H 2.8380 -2.3770 -1.4590
H 3.6911 -4.6888 -1.0759
H 2.0874 -6.4728 -0.4467
H -0.2819 -5.9843 -0.2061
C 3.3630 2.4837 5.9902
S 3.5672 3.8657 4.8456
C 3.5035 2.9592 3.2842
C 2.0868 2.5855 2.8593
C 2.1314 1.7655 1.5740
N 0.8276 1.2251 1.0936
P 0.4764 1.4426 -0.5439
C 0.3862 3.2365 -0.7100
C -0.0436 4.0167 0.3653
C -0.0467 5.3986 0.2555
C 0.3528 6.0034 -0.9303
C 0.7485 5.2293 -2.0135
C 0.7626 3.8470 -1.9103
C 1.8334 0.9242 -1.6498
C 1.4551 0.5541 -2.9435
C 2.3931 0.1191 -3.8677
C 3.7307 0.0583 -3.5118
C 4.1262 0.4551 -2.2390
C 3.1909 0.8849 -1.3103
P 0.3041 -0.4008 1.5609
C 0.5586 -0.4426 3.3759
C 1.4417 -1.3871 3.8892
C 1.5853 -1.5372 5.2665
C 0.8396 -0.7469 6.1248
C -0.0479 0.2017 5.6142
C -0.1939 0.3494 4.2461
C -1.5167 -0.1010 1.6150
C -2.2841 -1.2010 2.0319
C -3.6431 -1.0743 2.2293
C -4.2732 0.1448 1.9819
C -3.5337 1.2369 1.5701
C -2.1602 1.1244 1.4025
H 3.5717 2.8743 6.9859
H 4.0814 1.6942 5.7612
H 2.3491 2.0872 5.9660
H 4.1324 2.0696 3.3830
H 3.9707 3.6246 2.5527
H 1.5168 3.5014 2.6905
H 1.5994 2.0341 3.6555
H 2.8530 0.9467 1.6788
H 2.5025 2.4332 0.7979
H -0.3564 3.5456 1.2890
H -0.3594 6.0046 1.0963
H 0.3531 7.0857 -1.0107
H 1.0540 5.7027 -2.9374
H 1.0773 3.2454 -2.7547
H 0.4260 0.6319 -3.2314
H 2.0718 -0.1821 -4.8592
H 4.4682 -0.2911 -4.2254
H 5.1759 0.4353 -1.9649
H 3.5386 1.1825 -0.3330
H 2.0103 -2.0163 3.2103
H 2.2643 -2.2840 5.6637
H 0.9398 -0.8686 7.1981
H -0.6373 0.8132 6.2887
H -0.8980 1.0763 3.8524
H -1.7943 -2.1522 2.2245
H -4.2243 -1.9278 2.5615
H -5.3471 0.2323 2.1024
H -4.0238 2.1811 1.3745
H -1.5925 2.0027 1.1410
S -1.1035 -1.6273 -3.5633
C -1.3654 -0.8145 -4.9886
N -1.4317 -1.3922 -6.1918
C -1.9610 -0.5843 -7.2941
C -1.6213 0.8557 -6.9337
S -1.6676 0.8948 -5.1107
H -1.4043 -2.3991 -6.2452
H -3.0394 -0.7204 -7.3786
H -1.4955 -0.8741 -8.2318
H -2.3475 1.5624 -7.3254
H -0.6235 1.1360 -7.2621

***

# 3
93
Properties=species:S:1:pos:R:3 method="wB97M-V/def2-TZVPD" total_energy_ha=-3985.214803 total_charge=0 e_lumo_ev=0.0 de_lowest_kcal_mol=0.0 spin_multiplicity=1 homo_ev=-7.19
Fe 0.2191 -0.0604 0.8413
C -5.3282 -1.1399 -0.6626
C -5.1014 -0.9080 0.8249
N -3.8372 -1.4513 1.2921
C -2.6452 -0.8433 1.0996
S -1.2627 -1.5372 1.8556
N -2.6711 0.2525 0.3526
N -1.4264 0.7522 0.1488
C -1.3088 1.8931 -0.4478
C -2.4416 2.7575 -0.8937
C 0.0849 2.2955 -0.6899
C 0.4340 3.4265 -1.4179
C 1.7740 3.7011 -1.6373
C 2.7288 2.8416 -1.1223
C 2.3065 1.7325 -0.4077
N 1.0230 1.4638 -0.1918
H -6.2749 -0.6955 -0.9754
H -5.3567 -2.2069 -0.8869
H -4.5236 -0.6876 -1.2401
H -5.8874 -1.3955 1.4028
H -5.1375 0.1612 1.0453
H -3.8436 -2.1667 1.9971
H -3.3807 2.3505 -0.5299
H -2.4862 2.8214 -1.9838
H -2.3160 3.7737 -0.5125
H -0.3381 4.0668 -1.8196
H 2.0665 4.5652 -2.2192
H 3.7844 3.0067 -1.2838
H 3.0161 1.0217 -0.0004
C 3.7222 -0.4863 3.1329
C 2.3805 -0.1624 2.5669
N 1.8895 -0.6760 1.4921
N 2.5901 -1.5550 0.7253
C 1.8353 -1.8712 -0.3306
O 0.6813 -1.4130 -0.5738
C 2.4106 -2.8421 -1.3004
C 3.7852 -3.0384 -1.4035
C 4.2886 -3.9217 -2.3462
C 3.4225 -4.6231 -3.1760
C 2.0517 -4.4388 -3.0648
C 1.5470 -3.5441 -2.1347
C 1.4525 0.7796 3.2118
C 1.7099 1.3889 4.4327
C 0.7500 2.2204 4.9865
C -0.4449 2.4130 4.3146
C -0.6293 1.7774 3.0974
N 0.2942 0.9972 2.5492
H 4.2162 -1.2083 2.4886
H 4.3437 0.4091 3.2108
H 3.6324 -0.9143 4.1341
H 4.4448 -2.4936 -0.7421
H 5.3582 -4.0657 -2.4333
H 3.8172 -5.3137 -3.9110
H 1.3751 -4.9788 -3.7139
H 0.4823 -3.3765 -2.0433
H 2.6454 1.2012 4.9403
H 0.9303 2.7034 5.9379
H -1.2268 3.0392 4.7197
H -1.5494 1.8854 2.5357
C 0.3737 -4.0134 -6.3774
C -0.7509 -3.9524 -5.5639
C -0.9545 -2.8518 -4.7454
C -0.0487 -1.7914 -4.7327
C 1.0749 -1.8648 -5.5471
C 1.2859 -2.9698 -6.3653
Sb -0.5026 -0.1285 -3.4451
C -2.2192 0.4165 -4.6143
C -3.4147 0.6591 -3.9422
C -4.5780 0.9678 -4.6393
C -4.5553 1.0317 -6.0235
C -3.3731 0.7738 -6.7082
C -2.2173 0.4619 -6.0086
C 0.9054 1.2270 -4.3258
C 0.5539 2.3191 -5.1153
C 1.5236 3.2003 -5.5778
C 2.8610 2.9948 -5.2659
C 3.2252 1.9079 -4.4837
C 2.2512 1.0410 -4.0064
H 0.5359 -4.8716 -7.0174
H -1.4694 -4.7628 -5.5675
H -1.8398 -2.8189 -4.1172
H 1.7956 -1.0564 -5.5601
H 2.1665 -3.0114 -6.9946
H -3.4511 0.5804 -2.8607
H -5.5002 1.1472 -4.1003
H -5.4584 1.2691 -6.5715
H -3.3561 0.8079 -7.7906
H -1.3052 0.2444 -6.5544
H -0.4851 2.4881 -5.3750
H 1.2345 4.0448 -6.1916
H 3.6165 3.6764 -5.6366
H 4.2669 1.7380 -4.2390
H 2.5508 0.2048 -3.3795

***

# 4
91
Properties=species:S:1:pos:R:3 method="wB97M-V/def2-TZVPD" total_energy_ha=-5173.987943 total_charge=+2 s2=3.760 e_lumo_ev="-5.7 / -5.6" de_lowest_kcal_mol=5.3 spin_multiplicity=4 homo_ev="-12.30 / -12.92"
V -0.1186 1.0464 -1.0417
C 4.8364 1.2640 4.2346
C 3.6066 1.1183 3.3808
C 2.4161 0.6391 3.8648
C 1.2737 0.4984 3.0482
C 0.1547 -0.1784 3.5740
N -0.9006 -0.4764 2.8722
C -1.9923 -1.3520 3.2763
C -3.2410 -1.0477 2.4635
C -3.0501 -1.3429 0.9688
N -4.3031 -1.1045 0.2583
C -4.8611 0.0424 -0.0158
C -4.3444 1.3665 0.0032
C -5.2992 2.3612 0.3179
C -4.9877 3.6964 0.3844
C -5.9998 4.7426 0.7684
C -3.6970 4.0491 -0.0088
C -2.7257 3.1372 -0.4051
C -1.5428 3.6996 -1.0275
N -0.5089 3.0625 -1.4273
C 0.4671 3.7694 -2.2719
C 1.1684 2.7523 -3.1737
C 2.3446 2.0428 -2.5083
N 1.9396 1.5605 -1.1885
C 2.7586 1.7199 -0.2214
C 2.5550 1.3533 1.1675
C 3.6430 1.4573 2.0220
C 1.3078 0.8944 1.6716
O 0.2383 0.8156 0.9559
C -3.0080 1.7309 -0.3907
O -2.1901 0.8383 -0.8116
H 4.6524 0.9491 5.2597
H 5.1689 2.3024 4.2591
H 5.6568 0.6651 3.8370
H 2.3430 0.3352 4.9043
H 0.1852 -0.5253 4.6040
H -0.8611 -0.1188 1.9115
H -2.1918 -1.2202 4.3394
H -1.6957 -2.3934 3.1172
H -3.5215 0.0003 2.5974
H -4.0561 -1.6578 2.8566
H -2.7764 -2.3869 0.8106
H -2.2848 -0.7144 0.5176
H -4.8996 -1.9137 0.1480
H -5.9180 -0.0437 -0.2563
H -6.3113 2.0431 0.5469
H -6.8652 4.2945 1.2524
H -6.3518 5.2837 -0.1112
H -5.5685 5.4717 1.4534
H -3.4474 5.1051 -0.0546
H -1.6068 4.7738 -1.2198
H 1.1885 4.3061 -1.6491
H -0.0452 4.5085 -2.8905
H 1.5262 3.2397 -4.0815
H 0.4261 2.0169 -3.5157
H 3.1962 2.7257 -2.4334
H 2.6491 1.1852 -3.1155
H 3.7310 2.1731 -0.4338
H 4.5795 1.8208 1.6091
C -2.2330 -5.4108 -1.0733
C -0.9943 -5.4346 -0.4444
C -0.1564 -4.3294 -0.5132
C -0.5656 -3.1947 -1.2062
C -1.8099 -3.1671 -1.8294
C -2.6364 -4.2806 -1.7729
As 0.5193 -1.5871 -1.2558
C 2.0243 -1.9077 -0.1066
C 2.0296 -2.0974 1.2662
C 3.2379 -2.1969 1.9416
C 4.4311 -2.0846 1.2376
C 4.4294 -1.9011 -0.1378
C 3.2225 -1.8232 -0.8259
C 3.0638 -1.6709 -2.2881
C 4.0943 -1.5470 -3.2132
C 3.7990 -1.4138 -4.5624
C 2.4805 -1.3999 -5.0039
C 1.4420 -1.5075 -4.0879
C 1.7386 -1.6536 -2.7419
H -2.8771 -6.2788 -1.0297
H -0.6742 -6.3215 0.0862
H 0.8193 -4.3602 -0.0444
H -2.1309 -2.2780 -2.3626
H -3.5909 -4.2748 -2.2839
H 1.0913 -2.1942 1.8016
H 3.2532 -2.3679 3.0102
H 5.3733 -2.1615 1.7645
H 5.3702 -1.8405 -0.6700
H 5.1280 -1.5603 -2.8913
H 4.6040 -1.3278 -5.2799
H 2.2640 -1.3112 -6.0599
H 0.4121 -1.4979 -4.4259

***

# 5
94
Properties=species:S:1:pos:R:3 method="wB97M-V/def2-TZVPD" total_energy_ha=-3349.493662 total_charge=+3 s2=3.782 e_lumo_ev="-8.8 / -9.9" de_lowest_kcal_mol=31.3 spin_multiplicity=4 homo_ev="-15.36 / -15.49"
Tc 0.6421 1.1348 -0.1402
Cl 6.0354 -1.9208 -3.7782
C 4.7654 -0.9300 -3.2008
C 3.8369 -0.3808 -4.1090
C 2.7891 0.3809 -3.6679
C 2.5918 0.6458 -2.2851
O 1.5926 1.3557 -1.8954
C 3.5975 0.1522 -1.3755
C 3.6722 0.7362 -0.0794
N 2.6908 1.3249 0.5341
C 2.9171 2.3315 1.4692
C 4.1123 2.6533 2.0926
C 4.1917 3.7579 2.9461
C 3.0990 4.5507 3.1938
C 1.8624 4.2573 2.5839
C 0.6905 5.0103 2.8022
C -0.4886 4.5684 2.2463
C -0.4803 3.4519 1.4117
N 0.6248 2.7933 1.0782
C 1.7806 3.1412 1.7084
C 4.6536 -0.6371 -1.8517
H 3.9588 -0.5731 -5.1627
H 2.0751 0.7797 -4.3722
H 4.6783 0.8263 0.3270
H 4.9990 2.0578 1.9514
H 5.1373 3.9853 3.4116
H 3.1609 5.3876 3.8718
H 0.7246 5.9017 3.4096
H -1.4188 5.0850 2.4197
H -1.4074 3.0578 1.0133
H 5.3944 -1.0107 -1.1589
O 0.0356 -0.7172 -1.1150
S -1.0759 -0.7867 -2.1492
C -2.2048 -2.1304 -1.7553
C -3.5151 -1.8758 -2.1400
C -4.4539 -2.8898 -2.0732
C -4.0733 -4.1452 -1.6230
C -2.7707 -4.3751 -1.2035
C -1.8215 -3.3673 -1.2709
C -0.3096 -1.5870 -3.5737
C -1.0627 -1.7042 -4.7315
C -0.4889 -2.2898 -5.8456
C 0.8270 -2.7273 -5.7982
C 1.5611 -2.6166 -4.6298
C 0.9935 -2.0404 -3.5045
H -3.7907 -0.9014 -2.5183
H -5.4708 -2.7045 -2.3849
H -4.7952 -4.9469 -1.6071
H -2.4827 -5.3507 -0.8450
H -0.8010 -3.5440 -0.9685
H -2.0854 -1.3609 -4.7545
H -1.0678 -2.4072 -6.7464
H 1.2715 -3.1683 -6.6751
H 2.5734 -2.9855 -4.5886
H 1.5468 -1.9514 -2.5819
C -1.1749 -1.7615 5.6602
N -0.5928 -0.8551 4.7127
N -0.8237 -0.9407 3.3760
C -0.2270 0.1210 2.7443
O -0.3196 0.2881 1.4843
C 0.4175 0.8572 3.7622
C 0.1642 0.2260 4.9656
C 0.5918 0.5958 6.3297
C -1.5842 -1.9937 2.8070
C -2.7776 -1.7024 2.1586
C -3.5615 -2.7415 1.6897
C -3.1573 -4.0559 1.8663
C -1.9441 -4.3369 2.4746
C -1.1519 -3.3078 2.9492
H -2.1323 -2.1311 5.2912
H -1.3384 -1.2499 6.6075
H -0.5238 -2.6193 5.8420
H 0.9946 1.7465 3.6417
H 1.2867 1.4270 6.2915
H 1.0701 -0.2408 6.8349
H -0.2629 0.9013 6.9318
H -3.0965 -0.6766 2.0533
H -4.5028 -2.5286 1.2073
H -3.7896 -4.8622 1.5320
H -1.6186 -5.3580 2.5922
H -0.2086 -3.5224 3.4261
C -0.6292 2.1143 -3.4762
P -1.0198 2.3743 -1.6997
C -2.8501 2.2210 -1.5983
C -0.7764 4.1857 -1.6244
H -1.4950 2.3892 -4.0758
H -0.3453 1.0920 -3.7034
H 0.2024 2.7679 -3.7292
H -3.2336 2.9872 -0.9262
H -3.1563 1.2448 -1.2299
H -3.2784 2.3781 -2.5882
H -1.2909 4.6358 -2.4723
H 0.2849 4.4094 -1.7035
H -1.1669 4.6234 -0.7110